(1)
Molecular formula: C14H23NO4Se3SiSn
Method: DFT, ωB97M-V/def2-TZVPD

The geometry in XYZ format:
```
47
Properties=species:S:1:pos:R:3:forces:R:3:lowdin_charge:R:1
Sn 0.36162 -0.03066 0.80368 0.0321 -0.1350 -0.0342 0.9318
O 2.92096 2.93183 3.09307 -0.0401 0.0141 0.0014 0.2030
C 2.23684 2.14903 2.29809 0.0301 -0.0158 -0.0252 -0.4399
O 1.42103 1.32194 2.66196 0.0383 0.0118 -0.0030 -0.0116
C 2.54773 2.34098 0.84694 -0.0681 0.0482 -0.0079 -0.1427
C 3.43103 3.28025 0.35030 0.0307 -0.0265 0.0075 0.0691
C 3.61600 3.34522 -1.02722 -0.0010 -0.0105 -0.0123 0.0360
C 2.92196 2.47483 -1.85392 -0.0134 0.0231 -0.0155 0.0687
C 2.05201 1.56875 -1.27147 0.0202 -0.0413 0.0515 -0.1372
N 1.87197 1.51605 0.04560 0.0659 0.0467 -0.0158 0.0448
C 1.24197 0.56328 -2.05428 0.1061 0.0976 -0.0698 -0.5755
O 1.34401 0.47762 -3.26852 -0.0813 0.0510 0.0610 0.0411
O 0.46416 -0.17238 -1.34038 0.0146 -0.0502 0.0099 -0.3340
H 2.67721 2.77450 4.02169 0.0121 -0.0036 0.0021 0.1712
H 3.96038 3.93738 1.02510 -0.0056 0.0027 0.0000 0.1417
H 4.30076 4.06862 -1.44863 -0.0026 0.0029 0.0037 0.1371
H 3.03360 2.48693 -2.92888 0.0096 -0.0102 -0.0001 0.1414
C 1.63769 -3.21862 -0.90331 0.0487 -0.0064 0.0137 -0.3526
Se -0.04965 -2.92214 0.00011 -0.0599 -0.0017 0.0352 0.9692
C -1.31535 -2.86895 -1.51282 -0.0024 0.0503 -0.0406 -0.4703
C -0.78321 -2.64628 -2.92500 -0.0528 -0.0063 -0.0248 -0.4451
Se -1.00540 -0.84525 -3.63422 0.0936 -0.0487 -0.0156 1.3373
C -0.13365 -1.12410 -5.32583 -0.0611 -0.0487 -0.0430 -0.2925
H 1.61637 -4.18183 -1.40678 -0.0119 -0.0003 -0.0043 0.0493
H 2.39003 -3.25099 -0.11784 0.0029 -0.0131 -0.0029 0.0424
H 1.86054 -2.40997 -1.59485 -0.0119 0.0025 0.0210 0.0235
H -2.07137 -2.13235 -1.23760 0.0149 -0.0043 0.0446 0.0657
H -1.78985 -3.84787 -1.47763 -0.0310 0.0112 -0.0120 0.0762
H -1.37592 -3.24256 -3.62417 0.0394 -0.0440 0.0045 0.0939
H 0.25734 -2.93317 -3.06767 0.0091 0.0660 0.0031 0.0707
H -0.68818 -1.88066 -5.87927 -0.0067 0.0063 -0.0091 0.0573
H 0.89044 -1.43832 -5.14177 -0.0167 0.0149 0.0156 0.0532
H -0.15341 -0.17231 -5.84875 0.0114 -0.0037 -0.0043 0.0515
C -2.52520 -1.49372 2.92287 -0.0490 0.0623 -0.0174 -0.2120
Si -2.71932 0.36023 2.90269 -0.0366 0.1671 -0.2408 0.2694
C -1.71772 1.21201 4.20857 0.0689 0.0020 -0.0496 -0.2060
C -4.45992 0.98777 2.70609 0.0196 -0.0689 0.1591 -0.2124
Se -1.83644 1.09957 0.78980 -0.1105 -0.1091 0.2188 0.3839
H -2.71095 -1.91881 3.91159 -0.0365 0.0783 0.0152 0.0506
H -1.50593 -1.76793 2.64291 0.0224 -0.1001 0.0202 -0.0152
H -3.22321 -1.95669 2.22337 0.0594 -0.0318 -0.0352 0.0424
H -2.03922 0.94483 5.21766 -0.0762 -0.0448 -0.0483 0.0506
H -1.81291 2.29285 4.09708 0.0440 0.0248 0.0241 0.0459
H -0.66371 0.94339 4.11075 -0.0131 0.0477 0.0519 0.0120
H -4.87427 1.29445 3.66908 0.0213 -0.0489 0.0143 0.0473
H -5.11510 0.22285 2.28857 0.0069 0.0180 -0.0490 0.0426
H -4.48576 1.86040 2.05326 -0.0340 0.0242 0.0023 0.0261
```
Positions in Å, forces in eV/Å.

Spin multiplicity: 1
DFT total energy in hartree: -8610.6061
Charge: +2
Gap between HOMO and LUMO (alpha / beta) in eV: 6.214 / 5.555

=====

(2)
Molecular formula: C14H24AuCl3N2O6SSi
Method: DFT, ωB97M-V/def2-TZVPD

The geometry in XYZ format:
```
52
Properties=species:S:1:pos:R:3:forces:R:3:lowdin_charge:R:1
Au -3.02701 -3.54403 -0.33864 -0.5871 1.1889 -0.9879 0.5184
C 5.95652 1.06645 -0.07209 1.0556 0.4507 0.6890 -0.0920
C 5.23550 1.47386 -1.34391 -1.1120 -0.1219 0.1603 -0.2089
N 3.76085 1.30904 -1.34745 1.1011 -1.5714 -1.1137 -0.0677
C 2.96201 2.26449 -0.68433 -0.1976 2.8154 0.4140 -0.2653
C 2.85618 2.04415 0.80820 -0.0546 0.1521 1.3406 -0.0764
C 3.37078 0.03119 -1.71755 0.4810 0.3976 0.7967 -0.3941
O 4.18597 -0.88458 -1.84853 -0.6813 0.8066 -0.1328 0.0565
C 1.91824 -0.23287 -1.92935 -0.4559 -0.3109 -1.5813 -0.1051
C 1.49806 -1.54913 -1.74568 0.2258 -0.8400 0.4792 -0.0235
C 0.17421 -1.84483 -1.98534 -1.4056 0.2002 0.4306 -0.0699
C -0.68907 -0.82735 -2.41557 0.5230 -1.3637 -0.3637 -0.1607
N -0.21984 0.28054 -2.95561 -0.2104 1.1172 0.7408 0.0680
C 1.04375 0.59573 -2.68482 0.9741 0.6285 0.8269 -0.0856
H 7.04586 0.89546 -0.35710 -1.2976 0.0381 0.5492 0.0917
H 5.52295 0.13756 0.37512 0.4890 0.8537 -0.2806 0.0879
H 5.95357 1.95294 0.65496 -0.0618 -1.5045 -0.7272 0.0818
H 5.51785 0.85573 -2.18066 0.6446 0.0823 -0.1932 0.1068
H 5.42780 2.52191 -1.51102 0.1069 0.3378 -0.4372 0.1093
H 1.95470 2.42687 -1.07828 0.0570 -0.8163 -0.1671 0.0950
H 3.37071 3.32053 -0.87483 -0.0197 -1.4319 0.2166 0.1437
H 2.07552 2.75883 1.19209 0.7878 -0.8022 -0.0080 0.0885
H 3.81416 2.16547 1.39363 -0.9542 0.2094 -0.8194 0.0755
H 2.56348 0.99954 1.01300 -0.2768 0.4157 -0.0716 0.0756
H 2.17066 -2.35185 -1.36935 -0.3947 0.9998 -0.3026 0.1418
H -0.30816 -2.80693 -1.77125 0.5940 0.2081 0.0820 0.0897
H -1.77122 -1.00272 -2.36395 0.2962 0.2207 -0.4687 0.0756
H 1.38696 1.62276 -2.97909 -0.3251 -1.2067 -0.0682 0.1288
Cl -2.12527 -5.70341 0.95362 0.1091 -1.3514 0.0816 0.3459
Si -1.88803 -3.77996 1.69604 0.2602 1.6207 2.0891 -0.5436
Cl -4.31465 -2.62354 -2.01867 0.0070 -0.2007 -0.0273 0.1308
Cl -3.20818 -3.59387 3.34147 0.8019 -0.2923 -1.1582 0.3166
O -0.14383 -1.77226 3.47965 0.2728 1.0069 -0.2759 -0.2368
S -0.10295 -2.07976 2.09442 -0.7305 -2.0712 -0.2935 0.5268
O 0.96121 -1.72707 1.21285 -0.5105 0.0491 0.6458 -0.2397
O -1.53776 -1.89922 1.40127 1.2020 -1.3616 0.9224 -0.4276
O -0.26426 -3.78548 2.12997 -0.7861 1.5997 -0.9023 -0.3516
C -5.94341 -0.63801 1.35772 -1.3361 -1.0086 -0.9176 -0.0995
C -5.22191 0.64701 1.61596 -0.7925 1.5330 -0.4729 -0.3129
O -3.96390 0.54522 0.96831 0.5264 0.6443 0.3149 -0.1864
C -3.13816 1.71478 1.11668 -0.4789 0.4179 1.2158 -0.2720
C -1.95082 1.74513 0.15424 0.4376 0.8340 0.2427 -0.0776
H -6.72055 -0.86415 2.10993 0.5444 0.0719 -0.1157 0.0799
H -5.26764 -1.50589 1.23665 -0.1533 0.4854 0.4241 0.0536
H -6.51095 -0.57423 0.40216 0.4503 -0.0547 0.4273 0.0773
H -5.24941 0.88733 2.71919 0.8481 -0.2029 -0.9246 0.1300
H -5.80295 1.50416 1.10263 0.7188 -0.9931 0.8545 0.1357
H -2.76071 1.73697 2.17580 -0.0841 -0.1480 -0.7594 0.1261
H -3.78992 2.63414 1.08334 0.5209 -0.7069 -0.5359 0.1202
H -1.16428 1.03457 0.46263 -0.5518 -0.1036 -0.4402 0.0664
H -1.43779 2.73329 0.23612 -0.5031 -0.4701 0.1752 0.0803
H -2.20488 1.68551 -0.91458 -0.0743 -0.4508 0.4269 0.0729
```
Positions in Å, forces in eV/Å.

Spin multiplicity: 3
DFT total energy in hartree: -3312.7444
Gap between HOMO and LUMO (alpha / beta) in eV: 8.942 / 3.274

=====

(3)
Molecular formula: C14H24BF10N3O8PTi
Method: DFT, ωB97M-V/def2-TZVPD

The geometry in XYZ format:
```
62
Properties=species:S:1:pos:R:3:forces:R:3:lowdin_charge:R:1
Ti 0.10998 -0.72280 0.37488 -0.2000 0.3571 0.4115 1.1370
O -0.29733 1.80260 -2.48498 0.0175 -0.0003 0.0037 -0.0670
C 0.34818 2.89160 -1.86017 0.0086 -0.0045 -0.0043 -0.2401
C 1.73113 2.53813 -1.33291 -0.0186 0.0116 -0.0177 -0.1606
N 1.77948 1.75562 -0.10626 -0.0023 -0.0563 0.0301 -0.1514
C 3.01512 0.98522 -0.05727 0.0304 0.0324 -0.0095 -0.1047
C 2.89535 -0.29533 -0.88722 -0.0158 -0.0349 0.0638 -0.6085
O 3.81721 -0.66464 -1.60286 -0.0107 0.0318 -0.0321 0.0214
O 1.77837 -0.91506 -0.72547 0.1210 -0.2594 0.0029 -0.1407
C 1.56181 2.54315 1.09189 -0.0177 0.0288 -0.0914 -0.0758
C 0.13376 2.96473 1.44905 0.0606 -0.0780 0.1211 -0.4749
O -0.10037 4.12798 1.70582 0.0018 0.0050 0.0118 0.0680
O -0.78063 2.03109 1.68845 -0.0825 0.0934 -0.1510 0.0646
H -0.86719 1.38457 -1.81799 -0.0132 0.0044 0.0001 0.0457
H -0.28033 3.31525 -1.07204 -0.0070 -0.0028 0.0072 0.1096
H 0.48241 3.66799 -2.62276 0.0047 0.0152 0.0106 0.1090
H 2.30388 3.47742 -1.19971 0.0079 -0.0040 0.0015 0.1204
H 2.23038 1.96328 -2.11695 -0.0091 -0.0094 0.0008 0.1278
H 3.20601 0.67459 0.97040 0.0043 0.0007 -0.0140 0.1131
H 3.88371 1.55756 -0.41229 -0.0042 0.0104 0.0002 0.1244
H 2.14170 3.47902 1.07131 -0.0007 0.0000 -0.0036 0.1268
H 1.89656 1.95503 1.94805 -0.0122 0.0221 0.0045 0.1188
F -0.61964 -2.81161 1.06187 0.1420 0.0612 -0.1325 -0.1915
P -0.17164 -4.38991 0.74283 -0.0907 -0.0271 -0.0022 0.1879
F -0.16430 -4.02047 -0.84659 0.0054 -0.0262 0.0217 -0.1442
F -1.75219 -4.75830 0.60477 -0.0155 0.0370 -0.0274 -0.1705
F 0.22169 -5.91523 0.39676 0.0072 0.0041 -0.0061 -0.1584
F -0.23957 -4.71229 2.30684 0.0144 0.0011 0.0094 -0.1330
F 1.36062 -3.96384 0.84914 -0.0127 -0.0053 -0.0059 -0.1184
C -3.19456 1.81433 0.27731 -0.0116 -0.0059 -0.0141 -0.0868
O -1.90724 1.51906 -0.23356 -0.0327 0.0329 0.0132 -0.1751
C -1.01353 0.93645 0.71787 -0.0691 -0.0449 0.0850 -0.6017
O -1.50413 -0.13089 1.34375 0.1982 -0.1005 -0.1124 -0.1706
H -3.73937 2.33437 -0.51252 -0.0002 -0.0135 -0.0073 0.0820
H -3.12694 2.45749 1.15730 -0.0007 0.0113 0.0023 0.0887
H -3.73034 0.89973 0.54903 0.0095 0.0173 0.0208 0.0733
F 3.06582 0.44221 3.23302 0.0044 -0.0053 0.0137 0.0975
B 1.99208 -0.44244 3.43107 0.0013 0.0096 0.0012 -1.1989
F 1.09574 0.07099 4.34870 0.0004 -0.0008 -0.0017 0.1399
F 2.43957 -1.70227 3.77071 -0.0008 0.0011 0.0008 0.1413
F 1.30337 -0.53618 2.12458 0.0352 -0.0452 -0.0376 0.0139
C 0.57820 -2.06237 -3.34219 0.0056 0.0036 0.0084 -0.0183
N -0.80890 -2.47340 -3.15751 -0.0022 -0.0203 0.0045 -0.0713
C -1.16887 -3.74693 -3.75075 0.0060 0.0124 0.0010 -0.1733
C -2.67325 -3.92373 -3.73795 0.0009 0.0045 0.0014 -0.1588
C -3.17728 -3.73967 -2.32132 0.0077 0.0299 -0.0015 -0.1662
N -2.71038 -2.47550 -1.78076 0.0436 -0.0524 0.0665 -0.0566
C -3.36411 -2.04315 -0.55147 0.0168 0.0108 -0.0636 -0.0141
C -1.46183 -2.00871 -2.05688 -0.0415 0.0367 -0.0285 -0.4396
O -0.96201 -1.09985 -1.37392 -0.0947 -0.0095 -0.1874 -0.0465
H 0.81283 -2.13921 -4.40580 -0.0015 -0.0083 0.0003 0.0847
H 1.26252 -2.68687 -2.76398 -0.0079 0.0076 0.0051 0.0996
H 0.70746 -1.03669 -3.01316 -0.0078 -0.0040 -0.0078 0.0819
H -0.68259 -4.56468 -3.20485 -0.0007 0.0048 -0.0038 0.1250
H -0.78700 -3.75441 -4.77446 -0.0059 -0.0003 -0.0030 0.1148
H -2.93887 -4.91720 -4.10469 0.0019 -0.0024 0.0030 0.1094
H -3.13418 -3.18023 -4.39360 -0.0042 -0.0021 -0.0002 0.1152
H -2.84169 -4.56110 -1.67857 0.0077 -0.0135 0.0107 0.1203
H -4.27007 -3.72419 -2.29948 -0.0023 0.0011 -0.0021 0.1166
H -4.43315 -1.93440 -0.75351 -0.0028 0.0059 0.0062 0.0871
H -2.95182 -1.09521 -0.21965 0.0166 -0.0278 -0.0038 0.0613
H -3.21659 -2.77365 0.24496 0.0178 -0.0411 0.0272 0.0902
```
Positions in Å, forces in eV/Å.

Spin multiplicity: 2
DFT total energy in hartree: -3529.1279
Charge: -2
Gap between HOMO and LUMO (alpha / beta) in eV: 6.253 / 6.451

=====

Q: Among the records above, which one has the highest DFT total energy?
A: C14H24AuCl3N2O6SSi

=====

Q: Look up the spin multiplicity of the first one.
A: 1